{"formula": "C36H37NP2ReS", "method": "wB97M-V/def2-TZVPD", "species": ["Re", "C", "C", "C", "C", "C", "C", "C", "C", "C", "H", "H", "H", "H", "H", "H", "H", "H", "H", "H", "H", "H", "H", "H", "H", "P", "P", "C", "C", "C", "C", "C", "C", "C", "C", "C", "C", "C", "C", "C", "C", "C", "C", "C", "C", "C", "C", "C", "C", "C", "C", "C", "C", "H", "H", "H", "H", "H", "H", "H", "H", "H", "H", "H", "H", "H", "H", "H", "H", "H", "H", "H", "H", "H", "H", "S", "C", "N"], "positions_angstrom": [[-0.12, 0.68, 1.17], [-2.11, 1.07, -2.23], [-2.10, -0.26, -2.12], [-1.41, -1.18, -3.09], [-0.02, -0.69, -3.57], [0.83, 0.07, -2.58], [0.62, 1.34, -2.22], [-0.10, 2.31, -3.11], [-1.57, 1.89, -3.36], [1.28, 0.54, 2.80], [-2.58, 1.70, -1.47], [-2.82, -0.77, -1.48], [-2.06, -1.29, -3.99], [-1.33, -2.19, -2.68], [0.55, -1.59, -3.87], [-0.15, -0.11, -4.50], [1.77, -0.46, -2.35], [1.12, 1.81, -1.37], [0.41, 2.37, -4.08], [-0.06, 3.30, -2.65], [-2.18, 2.80, -3.46], [-1.65, 1.36, -4.32], [1.03, 1.43, 3.40], [2.38, 0.55, 2.69], [0.98, -0.35, 3.38], [-1.10, -1.18, 0.55], [2.04, -0.08, 0.48], [0.14, -2.04, -0.39], [1.43, -1.58, -0.40], [-2.28, -2.44, 1.07], [-2.70, -3.38, 0.11], [-3.61, -4.37, 0.44], [-4.11, -4.45, 1.75], [-3.66, -3.55, 2.74], [-2.75, -2.56, 2.40], [-2.71, 0.62, 0.57], [-2.33, 1.93, 0.72], [-3.28, 2.95, 0.56], [-4.58, 2.60, 0.17], [-4.96, 1.25, 0.04], [-4.02, 0.22, 0.31], [3.52, -0.94, 1.14], [3.29, -2.21, 1.71], [4.36, -3.06, 2.00], [5.67, -2.59, 1.82], [5.90, -1.27, 1.43], [4.83, -0.42, 1.15], [2.80, 1.64, 0.10], [2.42, 2.73, 0.90], [2.86, 4.02, 0.60], [3.66, 4.22, -0.53], [4.14, 3.13, -1.27], [3.71, 1.84, -0.97], [-0.18, -2.97, -0.87], [2.21, -2.16, -0.89], [-2.29, -3.33, -0.90], [-3.93, -5.09, -0.32], [-4.84, -5.22, 2.00], [-4.04, -3.64, 3.76], [-2.40, -1.86, 3.16], [-1.23, 2.27, 0.81], [-3.01, 4.00, 0.73], [-5.31, 3.40, -0.04], [-5.99, 1.00, -0.27], [-4.35, -0.83, 0.29], [2.27, -2.54, 1.92], [4.17, -4.07, 2.37], [6.51, -3.25, 2.04], [6.93, -0.89, 1.37], [5.01, 0.64, 0.97], [1.77, 2.58, 1.78], [2.58, 4.84, 1.26], [3.94, 5.23, -0.82], [4.87, 3.28, -2.08], [4.08, 0.98, -1.53], [-3.11, 0.75, 4.72], [-1.93, 0.76, 3.63], [-1.14, 0.76, 2.73]], "lowdin_spin": [1.891, 0.020, 0.009, 0.003, 0.003, 0.024, 0.014, 0.001, 0.001, -0.010, 0.000, 0.000, 0.001, 0.000, 0.000, 0.000, 0.002, 0.014, 0.000, 0.000, 0.000, 0.000, 0.003, -0.001, 0.011, 0.089, 0.079, 0.026, 0.046, 0.008, 0.002, 0.000, 0.002, 0.000, 0.001, 0.128, 0.057, 0.017, -0.001, 0.010, 0.016, -0.001, 0.000, 0.001, -0.001, 0.000, 0.000, 0.039, 0.019, 0.002, 0.005, 0.007, 0.005, 0.001, 0.001, 0.000, 0.000, 0.000, 0.000, 0.000, 0.024, 0.000, 0.001, 0.002, 0.001, 0.000, 0.000, 0.000, 0.000, 0.000, 0.003, 0.000, 0.000, 0.001, 0.000, 0.257, 0.061, 0.105], "de_lowest_kcal_mol": 100.6, "e_lumo_ha": [-0.282, -0.301], "gap_ev": [5.62, 5.50], "total_charge": 2, "energy_ha": -2607.00944, "spin_multiplicity": 4, "fmax_ev_per_a": 3.96}